The following is a DFT calculation (ωB97M-V/def2-TZVPD) of a cluster of 6 separate species, C28H68Cl4O16P4 in total in a non-equilibrium geometry.

Bonds (Å) are listed after each position.
Element x y z (Å)
1 C 1.862 -0.797 -6.457  C2 1.513, H12 1.088, H13 1.094, H14 1.089
2 C 1.651 0.058 -5.228  C1 1.513, O3 1.433, H15 1.095, H16 1.090
3 O 0.603 1.005 -5.474  C2 1.433, P4 1.579
4 P 0.530 2.341 -4.636  O3 1.579, O5 1.459, O6 1.585, O9 1.570
5 O 1.373 3.460 -5.043  P4 1.459
6 O 0.835 1.833 -3.166  P4 1.585, C7 1.443
7 C 1.677 2.642 -2.318  O6 1.443, C8 1.507, H17 1.088, H18 1.093
8 C 1.760 1.953 -0.980  C7 1.507, H19 1.101, H20 1.095, H21 1.084
9 O -1.003 2.678 -4.636  P4 1.570, C10 1.450
10 C -1.607 3.314 -5.791  O9 1.450, C11 1.526, H22 1.087, H23 1.088
11 C -2.279 2.248 -6.651  C10 1.526, H24 1.091, H25 1.087, H26 1.089
12 H 0.923 -1.230 -6.795  C1 1.088
13 H 2.204 -0.170 -7.285  C1 1.094
14 H 2.633 -1.533 -6.231  C1 1.089
15 H 1.304 -0.620 -4.441  C2 1.095
16 H 2.584 0.501 -4.880  C2 1.090
17 H 2.659 2.816 -2.750  C7 1.088
18 H 1.210 3.624 -2.196  C7 1.093
19 H 2.429 1.083 -1.070  C8 1.101
20 H 2.333 2.547 -0.261  C8 1.095
21 H 0.844 1.583 -0.534  C8 1.084
22 H -2.378 3.980 -5.414  C10 1.087
23 H -0.830 3.849 -6.333  C10 1.088
24 H -2.929 2.780 -7.349  C11 1.091
25 H -1.554 1.630 -7.175  C11 1.087
26 H -2.882 1.607 -6.010  C11 1.089
27 C -6.888 -7.773 3.287  C28 1.506, H38 1.086, H39 1.088, H40 1.098
28 C -6.659 -6.503 2.512  C27 1.506, O29 1.439, H41 1.093, H42 1.094
29 O -5.597 -5.756 3.133  C28 1.439, P30 1.590
30 P -5.122 -4.398 2.456  O29 1.590, O31 1.458, O32 1.586, O35 1.577
31 O -5.652 -4.177 1.116  P30 1.458
32 O -5.517 -3.248 3.473  P30 1.586, C33 1.435
33 C -5.617 -3.459 4.889  O32 1.435, C34 1.514, H43 1.091, H44 1.092
34 C -7.036 -3.693 5.361  C33 1.514, H45 1.093, H46 1.090, H47 1.089
35 O -3.565 -4.536 2.667  P30 1.577, C36 1.456
36 C -2.688 -3.403 2.410  O35 1.456, C37 1.504, H48 1.091, H49 1.085
37 C -2.018 -3.668 1.090  C36 1.504, H50 1.089, H51 1.102, H52 1.088
38 H -6.178 -8.546 3.007  C27 1.086
39 H -7.055 -7.563 4.341  C27 1.088
40 H -7.854 -8.185 2.966  C27 1.098
41 H -6.389 -6.721 1.475  C28 1.093
42 H -7.580 -5.926 2.389  C28 1.094
43 H -4.944 -4.279 5.143  C33 1.091
44 H -5.244 -2.555 5.373  C33 1.092
45 H -7.360 -4.703 5.096  C34 1.093
46 H -7.067 -3.600 6.446  C34 1.090
47 H -7.749 -3.004 4.910  C34 1.089
48 H -3.325 -2.520 2.340  C36 1.091
49 H -2.010 -3.380 3.258  C36 1.085
50 H -1.288 -2.938 0.744  C37 1.089
51 H -1.389 -4.566 1.197  C37 1.102
52 H -2.743 -3.992 0.345  C37 1.088
53 C 5.010 -2.952 -4.787  C54 1.527, H64 1.090, H65 1.090, H66 1.091
54 C 5.413 -3.407 -3.386  C53 1.527, O55 1.412, H67 1.095, H68 1.093
55 O 6.720 -2.998 -3.045  C54 1.412, P56 1.579
56 P 7.119 -1.551 -2.554  O55 1.579, O57 1.457, O58 1.583, O61 1.581
57 O 8.404 -1.497 -1.869  P56 1.457
58 O 7.002 -0.650 -3.850  P56 1.583, C59 1.411
59 C 8.115 0.017 -4.406  O58 1.411, C60 1.530, H69 1.092, H70 1.096
60 C 8.014 1.539 -4.283  C59 1.530, H71 1.090, H72 1.090, H73 1.091
61 O 5.832 -1.060 -1.778  P56 1.581, C62 1.432
62 C 5.738 -1.331 -0.375  O61 1.432, C63 1.492, H74 1.103, H75 1.092
63 C 4.382 -1.013 0.160  C62 1.492, H76 1.092, H77 1.084, H78 1.103
64 H 4.028 -3.350 -5.044  C53 1.090
65 H 4.994 -1.864 -4.866  C53 1.090
66 H 5.752 -3.311 -5.502  C53 1.091
67 H 4.628 -3.140 -2.670  C54 1.095
68 H 5.354 -4.499 -3.373  C54 1.093
69 H 9.042 -0.354 -3.963  C59 1.092
70 H 8.292 -0.123 -5.479  C59 1.096
71 H 7.088 1.837 -4.776  C60 1.090
72 H 8.076 1.901 -3.257  C60 1.090
73 H 8.850 2.005 -4.806  C60 1.091
74 H 5.967 -2.400 -0.234  C62 1.103
75 H 6.573 -0.868 0.154  C62 1.092
76 H 3.551 -1.409 -0.428  C63 1.092
77 H 4.221 -1.163 1.222  C63 1.084
78 H 4.262 0.065 -0.042  C63 1.103
79 C -1.345 5.472 5.017  C80 1.505, H90 1.091, H91 1.088, H92 1.089
80 C -2.479 5.521 4.028  C79 1.505, O81 1.433, H93 1.099, H94 1.090
81 O -1.959 5.501 2.693  C80 1.433, P82 1.574
82 P -2.864 4.922 1.542  O81 1.574, O83 1.466, O84 1.575, O87 1.592
83 O -4.128 5.622 1.298  P82 1.466
84 O -1.806 4.972 0.377  P82 1.575, C85 1.443
85 C -2.201 4.659 -0.975  O84 1.443, C86 1.518, H95 1.086, H96 1.094
86 C -2.189 3.159 -1.213  C85 1.518, H97 1.086, H98 1.091, H99 1.091
87 O -3.007 3.379 1.905  P82 1.592, C88 1.440
88 C -4.310 2.777 2.019  O87 1.440, C89 1.508, H100 1.095, H101 1.087
89 C -4.186 1.315 1.671  C88 1.508, H102 1.089, H103 1.091, H104 1.091
90 H -0.778 6.404 4.992  C79 1.091
91 H -1.726 5.329 6.025  C79 1.088
92 H -0.692 4.649 4.731  C79 1.089
93 H -3.078 4.614 4.189  C80 1.099
94 H -3.173 6.354 4.135  C80 1.090
95 H -3.062 5.211 -1.342  C85 1.086
96 H -1.318 5.001 -1.522  C85 1.094
97 H -3.054 2.659 -0.786  C86 1.086
98 H -2.099 2.942 -2.279  C86 1.091
99 H -1.267 2.773 -0.779  C86 1.091
100 H -4.575 2.865 3.077  C88 1.095
101 H -5.097 3.228 1.420  C88 1.087
102 H -5.012 0.695 2.020  C89 1.089
103 H -4.050 1.271 0.590  C89 1.091
104 H -3.313 0.834 2.115  C89 1.091
105 Cl 2.343 2.042 7.646  C106 1.779
106 C 2.631 0.781 6.423  Cl105 1.779, C107 1.515, H109 1.084, H110 1.084
107 C 3.892 1.125 5.658  C106 1.515, Cl108 1.816, H111 1.083, H112 1.085
108 Cl 4.046 -0.012 4.250  C107 1.816
109 H 1.808 0.706 5.723  C106 1.084
110 H 2.818 -0.123 6.991  C106 1.084
111 H 4.816 0.945 6.194  C107 1.083
112 H 3.869 2.116 5.217  C107 1.085
113 Cl -0.417 -0.510 0.559  C114 1.776
114 C 0.789 -0.397 1.858  Cl113 1.776, C115 1.503, H117 1.089, H118 1.091
115 C 0.641 0.844 2.692  C114 1.503, Cl116 1.765, H119 1.094, H120 1.086
116 Cl -0.938 0.955 3.473  C115 1.765
117 H 1.776 -0.488 1.408  C114 1.089
118 H 0.660 -1.286 2.478  C114 1.091
119 H 0.742 1.682 1.996  C115 1.094
120 H 1.447 0.978 3.407  C115 1.086

SMILES string = CCOP(=O)(OCC)OCC.CCOP(=O)(OCC)OCC.CCOP(=O)(OCC)OCC.CCOP(=O)(OCC)OCC.ClCCCl.ClCCCl
frontier orbital gap = 10.70 eV
lowest unoccupied orbital energy = 0.3 eV


The following is a DFT calculation (ωB97M-V/def2-TZVPD) of a cluster of 5 separate species, C28H68FN4O2 in total in a non-equilibrium geometry.

Bonds (Å) are listed after each position.
Element x y z (Å)
1 F 0.505 7.127 7.038  no bonds
2 C 2.701 8.809 2.396  C3 1.565, H12 1.090, H13 1.090, H14 1.090
3 C 4.005 9.060 3.224  C2 1.565, C4 1.514, H15 1.090, H16 1.090
4 C 4.489 7.968 4.154  C3 1.514, C5 1.559, H17 1.090, H18 1.090
5 C 3.915 8.069 5.600  C4 1.559, N6 1.567, H19 1.090, H20 1.090
6 N 4.479 7.107 6.702  C5 1.567, C7 1.594, C10 1.549, C11 1.520
7 C 3.937 7.441 8.164  N6 1.594, C8 1.517, H21 1.090, H22 1.090
8 C 5.024 6.889 9.067  C7 1.517, C9 1.586, H23 1.090, H24 1.090
9 C 6.378 6.830 8.242  C8 1.586, C10 1.549, H25 1.090, H26 1.090
10 C 6.001 7.362 6.837  N6 1.549, C9 1.549, H27 1.090, H28 1.090
11 C 4.245 5.654 6.324  N6 1.520, H29 1.090, H30 1.090, H31 1.090
12 H 2.918 8.173 1.538  C2 1.090
13 H 2.395 9.650 1.773  C2 1.090
14 H 1.912 8.387 3.018  C2 1.090
15 H 3.962 10.019 3.741  C3 1.090
16 H 4.814 9.200 2.507  C3 1.090
17 H 5.525 8.211 4.391  C4 1.090
18 H 4.407 6.984 3.693  C4 1.090
19 H 2.867 7.780 5.524  C5 1.090
20 H 3.853 9.058 6.055  C5 1.090
21 H 2.930 7.037 8.264  C7 1.090
22 H 3.824 8.516 8.304  C7 1.090
23 H 4.946 5.904 9.528  C8 1.090
24 H 5.164 7.621 9.862  C8 1.090
25 H 6.684 5.784 8.226  C9 1.090
26 H 7.173 7.389 8.736  C9 1.090
27 H 6.643 7.022 6.025  C10 1.090
28 H 6.217 8.430 6.800  C10 1.090
29 H 4.538 5.054 7.185  C11 1.090
30 H 4.813 5.347 5.446  C11 1.090
31 H 3.176 5.464 6.226  C11 1.090
32 C -4.102 10.661 5.017  C33 1.518, H42 1.090, H43 1.090, H44 1.090
33 C -3.270 9.734 5.884  C32 1.518, C34 1.498, H45 1.090, H46 1.090
34 C -1.791 9.801 5.654  C33 1.498, C35 1.583, H47 1.090, H48 1.090
35 C -1.190 11.241 5.918  C34 1.583, N36 1.579, H49 1.090, H50 1.090
36 N 0.369 11.298 6.157  C35 1.579, C37 1.542, C40 1.536, C41 1.498
37 C 0.931 10.550 7.383  N36 1.542, C38 1.580, H51 1.090, H52 1.090
38 C 0.718 11.589 8.554  C37 1.580, C39 1.472, H53 1.090, H54 1.090
39 C 0.695 12.947 7.986  C38 1.472, C40 1.570, H55 1.090, H56 1.090
40 C 0.802 12.746 6.433  N36 1.536, C39 1.570, H57 1.090, H58 1.090
41 C 0.957 10.684 4.924  N36 1.498, H59 1.090, H60 1.090, H61 1.090
42 H -5.145 10.375 5.157  C32 1.090
43 H -3.816 10.629 3.966  C32 1.090
44 H -4.165 11.705 5.325  C32 1.090
45 H -3.598 8.697 5.805  C33 1.090
46 H -3.511 9.931 6.928  C33 1.090
47 H -1.506 9.462 4.658  C34 1.090
48 H -1.435 9.000 6.303  C34 1.090
49 H -1.485 11.611 6.900  C35 1.090
50 H -1.488 12.051 5.253  C35 1.090
51 H 1.996 10.447 7.175  C37 1.090
52 H 0.529 9.542 7.484  C37 1.090
53 H 1.389 11.518 9.409  C38 1.090
54 H -0.292 11.300 8.845  C38 1.090
55 H 1.466 13.541 8.478  C39 1.090
56 H -0.240 13.468 8.192  C39 1.090
57 H 1.849 12.629 6.152  C40 1.090
58 H 0.403 13.493 5.746  C40 1.090
59 H 0.542 11.230 4.077  C41 1.090
60 H 0.849 9.600 4.876  C41 1.090
61 H 2.020 10.924 4.966  C41 1.090
62 C -2.934 6.550 1.118  N63 1.530, H69 1.090, H70 1.090, H71 1.090
63 N -2.573 5.950 2.478  C62 1.530, C64 1.566, C65 1.486, C66 1.602
64 C -3.742 6.136 3.502  N63 1.566, H72 1.090, H73 1.090, H74 1.090
65 C -2.330 4.512 2.197  N63 1.486, H75 1.090, H76 1.090, H77 1.090
66 C -1.200 6.613 2.968  N63 1.602, C67 1.535, H78 1.090, H79 1.090
67 C -0.470 5.989 4.166  C66 1.535, O68 1.413, H80 1.090, H81 1.090
68 O -1.267 6.022 5.333  C67 1.413, H82 0.960
69 H -2.231 6.385 0.302  C62 1.090
70 H -3.038 7.608 1.363  C62 1.090
71 H -3.858 6.043 0.839  C62 1.090
72 H -3.378 5.723 4.443  C64 1.090
73 H -4.643 5.604 3.197  C64 1.090
74 H -4.090 7.163 3.613  C64 1.090
75 H -1.554 4.462 1.433  C65 1.090
76 H -3.274 4.092 1.849  C65 1.090
77 H -1.962 4.062 3.120  C65 1.090
78 H -1.405 7.671 3.133  C66 1.090
79 H -0.557 6.552 2.090  C66 1.090
80 H 0.453 6.568 4.183  C67 1.090
81 H -0.180 4.940 4.109  C67 1.090
82 H -0.745 6.461 6.008  O68 0.960
83 C -3.599 8.208 12.705  N84 1.568, H90 1.090, H91 1.090, H92 1.090
84 N -2.885 7.311 11.636  C83 1.568, C85 1.502, C86 1.526, C87 1.537
85 C -2.790 5.936 12.233  N84 1.502, H93 1.090, H94 1.090, H95 1.090
86 C -3.805 7.139 10.430  N84 1.526, H96 1.090, H97 1.090, H98 1.090
87 C -1.538 7.998 11.364  N84 1.537, C88 1.498, H99 1.090, H100 1.090
88 C -0.657 7.431 10.293  C87 1.498, O89 1.385, H101 1.090, H102 1.090
89 O -1.275 7.639 9.071  C88 1.385, H103 0.960
90 H -2.941 8.323 13.566  C83 1.090
91 H -4.571 7.765 12.920  C83 1.090
92 H -3.821 9.212 12.342  C83 1.090
93 H -2.281 6.038 13.191  C85 1.090
94 H -2.218 5.409 11.469  C85 1.090
95 H -3.812 5.602 12.413  C85 1.090
96 H -3.439 6.223 9.967  C86 1.090
97 H -3.739 8.025 9.798  C86 1.090
98 H -4.789 6.900 10.832  C86 1.090
99 H -1.060 7.817 12.327  C87 1.090
100 H -1.879 9.023 11.218  C87 1.090
101 H -0.476 6.376 10.502  C88 1.090
102 H 0.295 7.960 10.330  C88 1.090
103 H -0.660 7.433 8.363  O89 0.960

frontier orbital gap = 10.81 eV
relative energy (zero: lowest compared OMol25 entry of this formula, charge and spin) = 117.0 kJ/mol
net charge = +3
lowest unoccupied orbital energy = -5.9 eV